(1)
{
  "formula": "C27H48F5N10Ti",
  "method": "wB97M-V/def2-TZVPD",
  "species": ["Ti", "C", "N", "C", "C", "N", "C", "C", "N", "C", "C", "N", "C", "N", "C", "C", "N", "C", "C", "C", "C", "N", "C", "N", "C", "C", "N", "C", "C", "N", "C", "C", "H", "H", "H", "H", "H", "H", "H", "H", "H", "H", "H", "H", "H", "H", "H", "H", "H", "H", "H", "H", "H", "H", "H", "H", "H", "H", "H", "H", "H", "H", "H", "H", "H", "H", "H", "H", "H", "H", "H", "H", "H", "H", "H", "H", "H", "H", "H", "H", "F", "C", "C", "C", "F", "C", "F", "C", "F", "C", "F"],
  "positions_angstrom": [[-0.3417, 0.4014, -0.3710], [-1.7380, -3.7887, 2.4272], [-1.6751, -3.8854, 0.9833], [-2.2420, -5.0930, 0.4089], [-0.8892, -3.0353, 0.2270], [-0.9422, -1.7354, 0.3068], [-2.0502, -1.1133, 1.0236], [-1.5222, -0.4079, 2.2732], [-0.3760, 0.4762, 1.9504], [-0.5754, 1.8706, 2.4094], [-0.6944, 2.8598, 1.2479], [-1.3875, 2.2943, 0.0849], [-2.4902, 2.8879, -0.3310], [-2.8341, 2.8988, -1.6410], [-4.2138, 2.8020, -2.0859], [-1.8615, 3.0299, -2.7092], [-3.3635, 3.5250, 0.5084], [-4.0265, 4.7647, 0.1436], [-3.6800, 3.0106, 1.8227], [0.9487, -0.0895, 2.3136], [1.8901, -0.2358, 1.1083], [1.7440, 0.9114, 0.2166], [2.7744, 1.6855, 0.0069], [2.7304, 2.6809, -0.9116], [3.5851, 3.8543, -0.8121], [1.6360, 2.8253, -1.8456], [3.9833, 1.5372, 0.6746], [4.0737, 1.7299, 2.1060], [5.2426, 1.5256, -0.0435], [-0.0407, -3.6546, -0.6374], [0.5216, -2.9445, -1.7668], [0.7011, -4.8374, -0.2275], [-1.5229, -4.7676, 2.8647], [-0.9820, -3.0958, 2.7882], [-2.7185, -3.4681, 2.7924], [-3.2961, -5.1638, 0.6848], [-2.1717, -5.0554, -0.6746], [-1.7380, -5.9975, 0.7650], [-2.5117, -0.3654, 0.3579], [-2.8582, -1.7982, 1.2909], [-2.3265, 0.1750, 2.7219], [-1.2206, -1.1468, 3.0167], [-1.4688, 1.9133, 3.0307], [0.2566, 2.1754, 3.0472], [-1.1621, 3.7821, 1.6039], [0.3139, 3.1254, 0.9172], [-4.8630, 2.5486, -1.2527], [-4.5626, 3.7331, -2.5404], [-4.2838, 2.0070, -2.8298], [-0.8609, 2.9515, -2.3056], [-1.9938, 2.2469, -3.4540], [-1.9879, 3.9990, -3.2027], [-3.6044, 5.1576, -0.7770], [-5.1030, 4.6299, 0.0108], [-3.8708, 5.5031, 0.9332], [-3.4089, 1.9588, 1.8726], [-3.1752, 3.5504, 2.6297], [-4.7566, 3.0924, 1.9855], [1.4138, 0.5545, 3.0624], [0.8178, -1.0684, 2.7786], [2.9099, -0.3931, 1.4618], [1.6146, -1.1431, 0.5580], [4.0782, 3.8958, 0.1544], [4.3403, 3.8756, -1.6004], [2.9641, 4.7462, -0.9133], [1.1046, 1.8878, -1.9575], [0.9469, 3.6048, -1.5035], [2.0254, 3.1130, -2.8238], [3.0811, 1.8475, 2.5319], [4.5669, 0.8854, 2.5965], [4.6474, 2.6346, 2.3390], [5.0621, 1.3944, -1.1081], [5.8232, 2.4420, 0.1070], [5.8476, 0.6844, 0.3028], [-0.2465, -2.3449, -2.2413], [1.3540, -2.2881, -1.4860], [0.8931, -3.6775, -2.4829], [0.3334, -5.2130, 0.7225], [0.6159, -5.6257, -0.9773], [1.7600, -4.5894, -0.1095], [-2.7494, -0.1696, -2.1714], [-1.6982, -0.2778, -3.0531], [-0.4350, 0.0230, -2.5997], [0.5429, -0.1534, -3.5545], [1.8533, 0.0387, -3.2294], [0.3063, -0.5677, -4.8562], [1.3002, -0.7193, -5.7344], [-0.9948, -0.8401, -5.2490], [-1.2537, -1.2383, -6.4923], [-2.0223, -0.6975, -4.3291], [-3.2830, -0.9623, -4.6867]],
  "energy_ev": -80375.230,
  "total_charge": 1,
  "homo_lumo_gap_ev": [6.81, 9.11],
  "homo_ev": [-8.5, -10.8],
  "multiplicity": 3,
  "e_above_lowest_kcal_mol": 18.9
}

***

(2)
{
  "formula": "C27H48FN3O5S",
  "method": "wB97M-V/def2-TZVPD",
  "species": ["C", "C", "C", "C", "C", "C", "C", "C", "C", "C", "C", "C", "C", "C", "N", "C", "C", "C", "C", "C", "C", "O", "O", "N", "C", "S", "C", "C", "C", "C", "C", "O", "N", "C", "O", "F", "H", "H", "H", "H", "H", "H", "H", "H", "H", "H", "H", "H", "H", "H", "H", "H", "H", "H", "H", "H", "H", "H", "H", "H", "H", "H", "H", "H", "H", "H", "H", "H", "H", "H", "H", "H", "H", "H", "H", "H", "H", "H", "H", "H", "H", "H", "O", "H", "H"],
  "positions_angstrom": [[0.3308, 6.0645, 2.1777], [0.2549, 4.9131, 2.5434], [-0.0821, 3.4454, 2.9627], [-0.8604, 2.6934, 1.7770], [-0.4298, 1.1383, 1.8235], [-0.1227, 0.5211, 0.3977], [-0.9295, -0.7923, 0.0295], [-1.0859, -1.8414, 1.2189], [-2.6296, -2.1087, 1.5963], [-2.8636, -2.1431, 3.1847], [-4.2329, -1.4388, 3.6126], [-4.0561, 0.1316, 3.8807], [-5.0821, 0.9881, 2.9794], [-0.2676, -1.5908, -1.2090], [-1.3717, -2.1806, -1.9601], [-1.2578, -3.6116, -2.2997], [-1.0784, -4.6193, -1.0905], [0.6985, -0.6470, -2.1075], [-0.3028, 0.2481, -2.9591], [0.3691, 1.3385, -3.8925], [1.2787, -1.7194, -3.1641], [1.2287, -1.5529, -4.3918], [1.7935, -2.8716, -2.7224], [1.7309, 0.0876, -1.3492], [3.1683, -0.3426, -1.5600], [3.9037, 0.3700, -3.1156], [4.3378, 2.1350, -2.7897], [5.7036, 2.2237, -1.9446], [1.4472, 0.2826, 0.1262], [2.0405, -0.8992, 1.0257], [2.0809, 1.6744, 0.6427], [1.7695, 2.7265, 0.1317], [3.0103, 1.7829, 1.7811], [4.4004, 1.7223, 1.4042], [4.9635, 2.7442, 1.1628], [5.1554, 0.5566, 1.3338], [0.3975, 6.9404, 1.4887], [0.8686, 2.9198, 3.2615], [-0.7313, 3.4681, 3.8937], [-1.9672, 2.7820, 1.9758], [-0.6631, 3.1601, 0.7756], [0.3800, 0.9492, 2.5978], [-1.3473, 0.6132, 2.2436], [-0.4101, 1.3238, -0.3560], [-1.9865, -0.4414, -0.2051], [-0.6375, -2.8510, 1.0153], [-0.6175, -1.4945, 2.1949], [-3.3098, -1.2900, 1.2104], [-3.0058, -3.0842, 1.1578], [-2.0484, -1.5825, 3.7440], [-2.8130, -3.2033, 3.5914], [-5.0210, -1.6633, 2.8417], [-4.5291, -1.8786, 4.6180], [-4.2687, 0.4209, 4.9458], [-3.0202, 0.4980, 3.6270], [-5.2929, 1.9551, 3.5321], [-6.0247, 0.3974, 2.8306], [-4.5747, 1.2871, 2.0196], [0.4172, -2.3654, -0.7694], [-2.2872, -2.0600, -1.5272], [-2.2547, -3.8958, -2.7759], [-0.5036, -3.8470, -3.1140], [-0.0720, -4.4719, -0.6066], [-1.2061, -5.6879, -1.4297], [-1.8797, -4.3593, -0.3245], [-1.0612, 0.8011, -2.3117], [-0.9395, -0.3703, -3.6590], [-0.3286, 1.5915, -4.7496], [0.6396, 2.2604, -3.2954], [1.3214, 0.9753, -4.3753], [1.7472, 1.0753, -1.6848], [3.3435, -1.4440, -1.4572], [3.8328, 0.1270, -0.7604], [3.4896, 2.7130, -2.3278], [4.5516, 2.6120, -3.7891], [5.8514, 1.2688, -1.3653], [5.6281, 3.1277, -1.2813], [6.5496, 2.4233, -2.6708], [3.1042, -0.7104, 1.3533], [2.0800, -1.8861, 0.4673], [1.4072, -0.9417, 1.9511], [2.7687, 1.1689, 2.5648], [-3.0442, -2.5957, -4.8497], [-2.6869, -2.2984, -4.0020], [-2.8587, -1.8651, -5.4507]],
  "energy_ev": -57030.780,
  "total_charge": 0,
  "homo_lumo_gap_ev": 6.93,
  "smiles": "C#CCCC[C@@H]1[C@H](CCCCCC)[C@@H](NCC)[C@](CC)(C(=O)[O-])[N@H+](CSCC)[C@@]1(C)C(=O)NC(=O)F.O",
  "homo_ev": -7.8
}

***

(3)
{
  "formula": "C27H48N8O4S",
  "method": "wB97M-V/def2-TZVPD",
  "species": ["C", "C", "N", "H", "H", "H", "C", "C", "N", "H", "H", "H", "C", "C", "N", "H", "H", "H", "C", "C", "N", "H", "H", "H", "C", "C", "N", "H", "H", "H", "C", "C", "N", "H", "H", "H", "C", "C", "N", "H", "H", "H", "C", "C", "N", "H", "H", "H", "C", "S", "O", "C", "H", "H", "H", "H", "H", "H", "C", "C", "O", "C", "H", "H", "H", "H", "H", "H", "C", "C", "O", "C", "H", "H", "H", "H", "H", "H", "C", "C", "O", "C", "H", "H", "H", "H", "H", "H"],
  "positions_angstrom": [[-1.6010, 1.7574, 2.5363], [-0.7005, 1.9507, 3.6626], [-0.0333, 2.0697, 4.5905], [-2.1725, 2.6630, 2.3400], [-2.2592, 0.9173, 2.7390], [-0.9832, 1.5714, 1.6636], [4.4661, -1.2391, 2.0837], [4.8134, -0.0326, 1.2999], [5.0899, 0.8669, 0.6467], [5.0839, -1.2556, 2.9754], [4.7379, -2.0563, 1.4159], [3.3964, -1.1726, 2.2683], [3.4121, 1.6729, 4.2977], [3.6950, 0.3892, 4.9549], [3.9351, -0.6268, 5.4321], [3.1077, 1.4426, 3.2774], [4.2849, 2.3212, 4.3263], [2.5989, 2.1934, 4.8016], [-0.1822, -0.7966, -0.3250], [0.6463, -0.2271, 0.7323], [1.3376, 0.2572, 1.5082], [0.3607, -1.5295, -0.9095], [-0.4740, 0.0023, -1.0053], [-1.0719, -1.2330, 0.1297], [-1.3946, 5.1910, -0.4301], [-1.0343, 3.7788, -0.3849], [-0.6868, 2.6829, -0.4084], [-0.6455, 5.7445, 0.1313], [-2.3706, 5.3059, 0.0472], [-1.5132, 5.5597, -1.4458], [1.3924, -4.2552, -1.5653], [0.1483, -4.2813, -0.7874], [-0.8514, -4.3301, -0.2243], [1.4249, -3.4854, -2.3298], [1.4092, -5.2193, -2.0834], [2.2529, -4.2193, -0.9030], [2.5507, 3.2822, 0.5119], [1.6441, 4.0378, 1.3654], [0.9022, 4.5637, 2.0625], [1.9882, 2.9456, -0.3601], [2.7804, 2.4144, 1.1341], [3.4529, 3.7848, 0.1800], [3.8802, 0.5859, -2.5180], [2.6907, -0.2433, -2.6550], [1.7795, -0.9304, -2.7843], [3.8546, 1.3776, -3.2670], [4.7732, -0.0213, -2.6462], [3.9405, 1.0708, -1.5430], [-0.5860, 2.0504, -3.6703], [-0.2210, 3.6492, -4.4993], [-0.7954, 4.7264, -3.6321], [1.5693, 3.5760, -4.1836], [-0.0121, 2.1182, -2.7401], [-0.2913, 1.1774, -4.2435], [-1.6206, 2.0519, -3.3332], [1.9600, 2.6810, -4.6694], [1.8041, 3.5069, -3.1183], [2.0211, 4.4867, -4.5690], [-1.7903, -3.5722, 3.4294], [-0.7619, -2.5171, 3.0917], [-1.0527, -1.3459, 3.2023], [0.6468, -2.9909, 2.7960], [-1.3779, -4.4792, 3.8814], [-2.3379, -3.9281, 2.5532], [-2.5126, -3.1826, 4.1464], [1.0914, -3.3783, 3.7142], [1.2266, -2.1518, 2.4221], [0.6552, -3.8055, 2.0730], [-1.3840, -1.5407, -4.9618], [-2.6629, -1.3448, -4.1755], [-3.6471, -0.8953, -4.7052], [-2.6232, -1.6228, -2.6986], [-0.5297, -1.3012, -4.3248], [-1.3856, -0.8743, -5.8225], [-1.2536, -2.5652, -5.3125], [-3.4554, -1.1765, -2.1693], [-1.6759, -1.2751, -2.2830], [-2.6225, -2.7017, -2.5186], [-5.6899, -2.8275, 1.6800], [-4.9427, -2.0925, 0.5853], [-4.6636, -2.6286, -0.4601], [-4.3919, -0.7255, 0.9701], [-4.9800, -3.2047, 2.4118], [-6.2296, -3.6812, 1.2646], [-6.4726, -2.2135, 2.1283], [-4.2080, -0.1531, 0.0637], [-3.4768, -0.8159, 1.5540], [-5.1765, -0.2789, 1.5845]],
  "energy_ev": -59720.761,
  "total_charge": 0,
  "homo_lumo_gap_ev": 9.42,
  "homo_ev": -9.4
}